Record 1
The following is a DFT calculation (ωB97M-V/def2-TZVPD) of a 10-piece molecular cluster, C37H66O23S3 overall at a distorted geometry.

The largest force on an atom comes out at 4.526 eV/A. The LUMO energy comes out at 0.29 eV. The electronic energy is -119032.386 eV. For the frontier orbital gap, the calculation gives 10.21 eV. Its SMILES is CCOS(C)(=O)=O.CCOS(C)(=O)=O.CCOS(C)(=O)=O.O=C1CCCO1.O=C1CCCO1.O=C1CCCO1.O=C1CCCO1.O=C1CCCO1.O=C1CCCO1.O=C1CCCO1. As for the HOMO energy: -9.9 eV.

ORCA input file:
```
! wB97M-V def2-TZVPD RIJCOSX def2/J DEFGRID3
* xyz 0 1
C -5.97686 -5.53074 0.10485
C -5.84586 -7.01614 0.08415
O -5.12339 -7.40289 -1.06435
S -3.48514 -7.69993 -0.94751
C -3.04790 -7.56258 -2.70746
O -2.77629 -6.59660 -0.29431
O -3.35906 -9.08482 -0.51913
H -5.08090 -4.97425 0.37995
H -6.80567 -5.21729 0.73960
H -6.25601 -5.28275 -0.91920
H -5.36529 -7.40368 0.98246
H -6.81380 -7.51589 0.04596
H -2.03980 -7.14951 -2.74227
H -3.76826 -6.98296 -3.28472
H -2.94044 -8.59168 -3.05026
C 8.14144 0.07213 -9.60020
C 6.95897 0.14560 -10.52943
O 5.72203 0.10120 -9.83612
S 4.40246 0.48922 -10.79534
C 3.41240 -0.92159 -10.11278
O 3.84645 1.80771 -10.38726
O 4.69931 0.23493 -12.18956
H 8.19435 -0.80109 -8.94998
H 8.17915 0.94398 -8.94710
H 9.11902 -0.00782 -10.07566
H 7.01621 0.98278 -11.22509
H 7.07843 -0.80135 -11.05585
H 3.50023 -0.78157 -9.03539
H 3.86989 -1.88499 -10.33786
H 2.40701 -0.77356 -10.50697
C -5.93920 -3.45383 -7.16233
C -5.25766 -3.58697 -8.47260
O -5.87143 -4.58202 -9.26845
S -4.81061 -5.52803 -10.14339
C -5.97895 -6.19983 -11.52107
O -3.82845 -4.65385 -10.73661
O -4.35327 -6.64712 -9.30867
H -5.70165 -4.30124 -6.51924
H -7.01059 -3.37927 -7.34854
H -5.67672 -2.51130 -6.68185
H -5.41490 -2.62745 -8.96523
H -4.20274 -3.80624 -8.30776
H -6.43287 -7.08462 -11.07472
H -5.55044 -6.39384 -12.50435
H -6.75660 -5.43857 -11.58280
O 2.33070 9.22515 0.26851
C 1.26105 8.88317 0.79577
C 0.89219 7.44241 1.18695
C -0.58572 7.65086 1.53098
C -0.67751 9.06917 1.95803
O 0.39260 9.74112 1.37774
H 1.17275 6.83640 0.32546
H 1.45098 7.15540 2.07772
H -1.36665 7.43506 0.80181
H -0.83302 7.04055 2.39958
H -1.67355 9.38214 1.64492
H -0.58914 9.13966 3.04215
O -1.95197 -6.25483 6.51965
C -1.46428 -7.34322 6.27281
C -0.09267 -7.66662 5.86129
C -0.15809 -9.20510 5.79444
C -1.60400 -9.56018 5.89018
O -2.26484 -8.42752 6.40160
H 0.18353 -7.06312 4.99665
H 0.58020 -7.33746 6.65313
H 0.26109 -9.57153 4.85735
H 0.40049 -9.66694 6.60856
H -2.04101 -9.78959 4.91832
H -1.75432 -10.31854 6.65855
O -6.49363 5.04935 4.97268
C -6.68686 3.86568 4.59219
C -7.17927 2.61925 5.33757
C -6.62186 1.48451 4.51061
C -6.74600 2.04601 3.19922
O -6.44352 3.43140 3.38388
H -6.72940 2.48883 6.32180
H -8.26591 2.61102 5.42265
H -5.56215 1.36194 4.73447
H -7.02267 0.47710 4.62268
H -6.05779 1.43353 2.61669
H -7.80509 1.94960 2.96021
O -0.87356 3.38061 8.63629
C -0.67248 4.08207 9.63177
C -0.41407 5.58584 9.75452
C -0.60479 5.78892 11.25932
C -0.19060 4.41030 11.84197
O -0.60374 3.48171 10.82360
H 0.57149 5.82037 9.35235
H -1.14418 6.17540 9.20002
H 0.19807 6.44177 11.60183
H -1.53315 6.18342 11.67236
H 0.86116 4.18999 12.02469
H -0.71466 4.15073 12.76179
O 7.41814 5.88147 6.07413
C 7.13837 4.75330 6.40194
C 8.15642 3.73162 6.90052
C 7.26087 2.87643 7.78508
C 5.85931 3.01779 7.20649
O 5.88664 4.27235 6.52069
H 8.56905 3.23893 6.02012
H 8.96453 4.14700 7.50263
H 7.44685 1.80732 7.68269
H 7.33435 3.00058 8.86549
H 5.43351 2.38518 6.42765
H 5.15082 3.06368 8.03357
O 6.81051 4.80007 -1.65677
C 6.30907 4.74485 -2.77823
C 6.51292 5.68166 -3.92012
C 5.31979 5.27430 -4.81580
C 5.13668 3.85340 -4.47150
O 5.47976 3.75044 -3.14372
H 6.48744 6.72483 -3.60506
H 7.48153 5.47282 -4.37432
H 4.51235 5.90150 -4.43800
H 5.57273 5.45349 -5.86080
H 4.08598 3.61971 -4.64332
H 5.85409 3.22059 -4.99397
O -0.46098 -1.58236 -2.40199
C -0.15523 -1.28275 -1.25750
C 1.26213 -1.41726 -0.67615
C 1.14533 -0.44999 0.49441
C -0.34390 -0.51243 0.91605
O -1.01187 -0.76031 -0.34403
H 1.31502 -2.46448 -0.37848
H 2.11936 -1.21489 -1.31826
H 1.68024 -0.61633 1.42945
H 1.33720 0.55460 0.11746
H -0.60483 -1.26826 1.65683
H -0.67494 0.43564 1.33993
*
```

=====

Record 2
The following is a DFT calculation (ωB97M-V/def2-TZVPD) of a 6-piece molecular cluster, C37H67Cl2N6O10PS overall at a distorted geometry.

The largest force on an atom comes out at 2.175 eV/A. The LUMO energy comes out at 0.27 eV. The electronic energy is -114040.973 eV. For the frontier orbital gap, the calculation gives 7.82 eV. Its SMILES is [H]/N=C(\C)C[C@@H]1OS(=O)(=O)[C@H](/C(Cl)=C(/C)Cl)[C@@](CCCO)(Cc2ccccc2C)[C@@H]1P(C)O.CNC(C)=O.CNC(C)=O.CNC(C)=O.CNC(C)=O.CNC(C)=O. As for the HOMO energy: -7.5 eV.

ORCA input file:
```
! wB97M-V def2-TZVPD RIJCOSX def2/J DEFGRID3
* xyz 0 1
H 0.98844 5.00147 -2.23980
N 0.85746 4.11725 -2.74511
C 1.10515 3.19921 -1.89786
C 1.52168 3.47534 -0.44970
C 1.02816 1.74621 -2.31827
C -0.21783 1.05643 -1.74589
O -0.00050 0.61320 -0.39620
S -1.06695 -0.45632 0.16283
O -1.38221 -0.08229 1.50204
O -0.47596 -1.74941 0.07152
C -2.49882 -0.21808 -0.91072
C -3.80236 -0.72422 -0.33512
Cl -5.07918 0.48982 -0.20489
C -4.14869 -1.93964 0.10263
C -5.49585 -2.27244 0.66795
Cl -3.04159 -3.26925 0.02224
C -2.21381 -0.46664 -2.44632
C -2.40747 -1.91537 -2.94072
C -3.87240 -2.40614 -3.13328
C -4.23379 -2.67425 -4.61210
O -3.94529 -4.04455 -4.93056
C -3.24806 0.40015 -3.23562
C -2.91515 1.87026 -3.38069
C -3.25877 2.81117 -2.42752
C -2.99373 4.14035 -2.55408
C -2.35775 4.60771 -3.67914
C -2.01164 3.70089 -4.63599
C -2.28037 2.35976 -4.51525
C -1.85824 1.50358 -5.69855
C -0.73892 -0.00863 -2.72534
P 0.52518 -1.39771 -2.91848
C 1.26526 -1.10258 -4.60931
O 1.80840 -1.17065 -1.87765
H 2.26998 4.27242 -0.49779
H 2.01840 2.60032 -0.03067
H 0.64273 3.77780 0.11899
H 1.94540 1.26613 -1.96435
H 1.00133 1.73415 -3.40853
H -0.97675 1.85059 -1.70543
H -2.62660 0.87057 -0.86747
H -5.47395 -3.23034 1.18478
H -6.24339 -2.29354 -0.13083
H -5.82681 -1.52383 1.38843
H -1.86600 -2.66263 -2.37080
H -1.96534 -1.94280 -3.94989
H -4.64027 -1.78305 -2.67127
H -3.95200 -3.38645 -2.65974
H -3.65677 -2.04280 -5.29605
H -5.31298 -2.57820 -4.73386
H -3.00851 -4.11959 -5.13904
H -3.35779 -0.03253 -4.22879
H -4.24276 0.33651 -2.79052
H -3.77637 2.43708 -1.54730
H -3.32192 4.81447 -1.77089
H -2.16027 5.66954 -3.75410
H -1.50567 4.06541 -5.52525
H -2.09539 0.44689 -5.59795
H -0.76558 1.56697 -5.79039
H -2.25602 1.91323 -6.62856
H -0.75617 0.47400 -3.70310
H 0.88806 -0.19679 -5.09645
H 2.35797 -1.10900 -4.57308
H 0.97294 -1.95471 -5.22790
H 2.44767 -1.85658 -2.12582
C -4.65463 -2.94576 6.34563
N -5.68697 -2.79690 5.33597
C -5.93632 -1.71549 4.55613
C -5.04926 -0.50764 4.73997
O -6.84619 -1.73281 3.73897
H -4.01271 -3.78783 6.07812
H -5.12500 -3.15493 7.30718
H -4.05200 -2.04874 6.43498
H -6.31189 -3.56928 5.16781
H -5.36894 0.26941 4.05110
H -5.12970 -0.12702 5.75973
H -4.01049 -0.76100 4.52117
C 4.76565 5.64978 -2.90263
N 3.48325 6.32399 -2.96751
C 3.20025 7.62808 -2.70562
C 4.34411 8.52326 -2.29179
O 2.05690 8.04241 -2.80549
H 5.00390 5.23466 -3.88340
H 4.70520 4.82848 -2.18535
H 5.55722 6.32755 -2.60129
H 2.67415 5.78599 -3.23889
H 3.95973 9.52408 -2.11945
H 4.79823 8.16066 -1.36860
H 5.09686 8.57001 -3.07979
C 6.60468 -3.70629 -0.70837
N 5.62917 -3.55193 -1.77816
C 5.36880 -2.45849 -2.52799
C 6.17420 -1.21208 -2.25431
O 4.50292 -2.49211 -3.39722
H 7.29694 -4.50563 -0.97481
H 6.08824 -3.98665 0.20683
H 7.16293 -2.79194 -0.53928
H 5.05515 -4.34596 -2.01580
H 5.84825 -0.42892 -2.93278
H 6.01574 -0.87418 -1.22961
H 7.23537 -1.39931 -2.42175
C 5.45798 -3.90231 5.47797
N 6.19998 -4.08246 4.24387
C 5.96928 -4.97380 3.24558
C 4.80005 -5.91466 3.40425
O 6.69274 -4.99881 2.26060
H 5.07265 -2.88226 5.52049
H 6.12708 -4.05723 6.32607
H 4.62900 -4.59792 5.54799
H 6.99453 -3.48641 4.07328
H 4.74842 -6.55901 2.53179
H 4.92920 -6.53782 4.28994
H 3.86702 -5.35476 3.47930
C 0.04044 0.41239 9.31433
N -1.33895 -0.03593 9.27708
C -2.23818 0.08960 8.26597
C -1.77978 0.77842 7.00290
O -3.37274 -0.34537 8.39222
H 0.69370 -0.44588 9.48132
H 0.16925 1.11324 10.14090
H 0.32460 0.89984 8.38814
H -1.71104 -0.50422 10.08829
H -2.60425 0.80064 6.29620
H -1.47714 1.80431 7.21589
H -0.94913 0.23510 6.55053
*
```

=====

Question: Which of these has the highest frontier orbital gap?
Answer: C37H66O23S3